(1)
ORCA calculation (the ωB97M-V functional and the def2-TZVPD basis) on 13 unconnected molecules or ions with the total composition C92H110Cl4F6N14O4 in a non-equilibrium geometry.

Element x y z (Å)
C -0.902 0.603 0.745
O 0.410 0.123 0.448
O -1.150 0.161 2.067
C -1.246 2.082 0.300
F -2.424 2.554 0.755
F -0.321 2.911 0.857
F -1.219 2.256 -1.064
C 0.670 -0.280 -0.919
C 2.171 -0.523 -1.167
H 2.471 -1.066 -2.063
H 2.754 0.398 -1.165
H 2.550 -0.984 -0.254
H 0.381 0.422 -1.702
H 0.077 -1.160 -1.165
H -1.498 0.010 0.050
C 5.387 -4.465 2.351
O 4.362 -5.091 3.194
O 4.900 -4.364 0.998
C 6.139 -3.383 3.185
F 5.524 -2.185 3.205
F 6.391 -3.693 4.383
F 7.352 -3.123 2.697
C 3.380 -4.117 3.682
C 2.599 -4.865 4.775
H 3.326 -5.280 5.473
H 1.962 -4.088 5.198
H 1.885 -5.558 4.329
H 2.706 -3.793 2.889
H 3.822 -3.263 4.196
H 6.070 -5.315 2.342
C 0.561 1.718 4.252
N 1.713 1.246 3.354
C 2.254 2.205 2.613
C 3.417 1.923 1.822
C 3.911 0.576 1.940
C 3.245 -0.402 2.712
C 2.109 -0.035 3.452
C 5.158 0.327 1.134
C 6.236 1.195 1.149
C 7.400 0.886 0.497
N 7.580 -0.300 -0.097
C 6.556 -1.227 -0.131
C 5.402 -0.842 0.542
C 8.801 -0.603 -0.864
H 0.896 2.183 5.179
H 0.168 0.765 4.606
H -0.129 2.449 3.829
H 1.919 3.231 2.576
H 3.944 2.707 1.300
H 3.538 -1.440 2.658
H 1.716 -0.772 4.137
H 6.113 2.176 1.585
H 8.243 1.558 0.435
H 6.621 -2.154 -0.681
H 4.515 -1.458 0.544
H 9.522 0.212 -0.805
H 8.703 -0.754 -1.939
H 9.189 -1.526 -0.435
C 3.654 -5.969 -7.259
N 3.325 -4.548 -7.056
C 4.333 -3.649 -6.960
C 4.002 -2.252 -6.790
C 2.708 -1.796 -6.824
C 1.706 -2.808 -6.924
C 2.011 -4.153 -7.059
C 2.444 -0.341 -6.778
C 1.400 0.188 -6.131
C 1.074 1.542 -6.231
N 2.045 2.406 -6.730
C 3.157 1.920 -7.361
C 3.311 0.502 -7.482
C 1.855 3.898 -6.692
H 4.392 -6.128 -8.045
H 2.810 -6.626 -7.472
H 3.862 -6.277 -6.234
H 5.278 -4.113 -7.202
H 4.825 -1.574 -6.618
H 0.689 -2.483 -7.083
H 1.258 -4.862 -7.368
H 0.821 -0.529 -5.568
H 0.113 1.938 -5.937
H 3.886 2.533 -7.870
H 4.225 0.123 -7.917
H 2.178 4.132 -5.678
H 0.791 4.036 -6.887
H 2.581 4.482 -7.258
C 2.999 -4.783 -3.535
N 2.199 -4.551 -2.336
C 2.742 -3.902 -1.336
C 1.968 -3.685 -0.153
C 0.654 -4.151 -0.028
C 0.124 -4.757 -1.156
C 0.871 -4.922 -2.327
C -0.078 -4.020 1.263
C 0.034 -2.866 2.088
C -0.527 -2.868 3.392
N -1.110 -3.999 3.934
C -1.246 -5.048 3.061
C -0.832 -5.050 1.726
C -1.810 -3.981 5.224
H 2.780 -3.919 -4.162
H 2.513 -5.610 -4.053
H 4.052 -4.971 -3.323
H 3.775 -3.639 -1.514
H 2.384 -3.155 0.691
H -0.869 -5.146 -0.983
H 0.472 -5.652 -3.015
H 0.400 -1.890 1.804
H -0.572 -1.994 4.025
H -1.874 -5.752 3.587
H -0.963 -5.973 1.182
H -2.769 -3.487 5.066
H -1.256 -3.407 5.968
H -2.060 -4.984 5.571
C -4.234 4.124 2.894
N -3.773 3.545 4.157
C -4.388 2.507 4.716
C -3.803 1.841 5.805
C -2.680 2.369 6.398
C -2.136 3.500 5.799
C -2.646 4.127 4.650
C -2.004 1.735 7.539
C -1.806 0.326 7.592
C -1.221 -0.317 8.633
N -0.823 0.409 9.734
C -0.918 1.749 9.718
C -1.502 2.400 8.666
C -0.156 -0.163 10.927
H -5.258 4.455 3.071
H -4.274 3.369 2.108
H -3.629 4.868 2.376
H -5.378 2.246 4.372
H -4.259 0.933 6.172
H -1.407 4.115 6.306
H -2.343 5.094 4.276
H -2.189 -0.264 6.772
H -0.977 -1.369 8.662
H -0.607 2.300 10.593
H -1.683 3.457 8.789
H -0.402 0.218 11.918
H 0.890 0.069 10.727
H -0.363 -1.232 10.881
C -7.288 9.106 2.575
N -7.121 7.908 1.655
C -7.864 6.784 1.798
C -7.653 5.690 0.933
C -6.629 5.776 0.070
C -5.827 6.917 -0.065
C -6.155 8.015 0.755
C -6.472 4.681 -0.925
C -6.226 4.897 -2.281
C -5.780 3.918 -3.169
N -5.708 2.674 -2.705
C -6.029 2.337 -1.415
C -6.387 3.342 -0.544
C -5.092 1.700 -3.601
H -6.948 10.057 2.166
H -6.694 8.797 3.436
H -8.313 9.239 2.920
H -8.636 6.761 2.553
H -8.207 4.768 1.029
H -5.030 6.909 -0.795
H -5.586 8.932 0.712
H -6.209 5.920 -2.626
H -5.431 4.129 -4.169
H -5.967 1.268 -1.279
H -6.663 3.065 0.463
H -5.132 2.003 -4.647
H -5.646 0.762 -3.568
H -4.054 1.501 -3.334
C -1.088 6.543 0.341
N -0.103 5.870 -0.550
C 1.114 5.664 0.059
C 1.974 4.781 -0.531
C 1.727 4.243 -1.827
C 0.452 4.503 -2.408
C -0.391 5.422 -1.752
C 2.873 3.619 -2.564
C 2.739 2.292 -3.067
C 3.831 1.626 -3.664
N 5.056 2.226 -3.566
C 5.251 3.467 -3.012
C 4.124 4.214 -2.556
C 6.314 1.482 -3.935
H -0.834 7.598 0.438
H -1.136 6.284 1.399
H -2.095 6.438 -0.062
H 1.280 6.212 0.974
H 2.974 4.698 -0.131
H 0.142 4.025 -3.325
H -1.402 5.594 -2.089
H 1.768 1.823 -3.005
H 3.908 0.704 -4.222
H 6.269 3.825 -2.998
H 4.285 5.238 -2.253
H 6.751 0.987 -3.068
H 7.027 2.120 -4.457
H 6.264 0.806 -4.789
C -3.206 -7.764 -5.049
N -3.494 -6.802 -4.046
C -3.153 -5.484 -4.163
C -3.572 -4.560 -3.130
C -4.280 -5.092 -1.963
C -4.442 -6.474 -1.878
C -3.970 -7.330 -2.892
C -4.395 -4.183 -0.802
C -3.595 -3.082 -0.637
C -3.539 -2.337 0.488
N -4.499 -2.599 1.462
C -5.372 -3.578 1.315
C -5.398 -4.423 0.186
C -4.622 -1.767 2.649
H -2.128 -7.913 -4.992
H -3.366 -7.338 -6.039
H -3.763 -8.695 -4.941
H -2.619 -5.219 -5.064
H -3.380 -3.504 -3.249
H -5.061 -6.849 -1.077
H -4.026 -8.392 -2.705
H -2.795 -2.912 -1.342
H -2.869 -1.514 0.689
H -6.068 -3.761 2.121
H -6.143 -5.197 0.069
H -4.340 -2.295 3.560
H -5.633 -1.375 2.758
H -3.890 -0.960 2.666
Cl 0.618 5.464 3.823
Cl -0.964 -2.147 -4.169
Cl -2.298 3.100 -4.814
Cl 5.344 -1.785 -3.632

As for the charge: +8. As for the spin multiplicity: 1. The calculation puts the frontier orbital gap at 2.88 eV. Its largest force on an atom is 4.27 eV/A.

(2)
ORCA calculation (the ωB97M-V functional and the def2-TZVPD basis) on C3H6N2 in the gas phase.

Element x y z (Å)
C -1.619 1.667 0.174
C -1.645 0.403 -0.157
N -1.144 -0.704 -0.416
N 0.276 -0.372 0.034
C 1.480 -1.125 -0.284
H -1.674 1.978 1.210
H -1.344 2.381 -0.595
H 0.144 -0.415 1.032
H 1.473 -2.195 -0.052
H 2.238 -0.655 0.366
H 1.816 -0.963 -1.312

Its structure (SMILES) is C=C=NNC. As for the spin multiplicity: 1. The calculation puts the frontier orbital gap at 9.91 eV. Its largest force on an atom is 0.98 eV/A.

(3)
ORCA calculation (the ωB97M-V functional and the def2-TZVPD basis) on a molecular structure, C17H22IrN4O2PS in a non-equilibrium geometry.

Element x y z (Å)
Ir 0.061 0.332 0.995
O -1.478 -0.703 4.522
C -1.175 -0.570 3.380
O -0.374 0.393 2.908
C -1.629 -1.487 2.294
C -2.450 -2.583 2.538
C -2.818 -3.371 1.485
C -2.377 -3.065 0.180
C -2.742 -3.860 -0.935
C -2.333 -3.524 -2.190
C -1.518 -2.389 -2.384
C -1.127 -1.609 -1.329
C -1.559 -1.929 -0.027
N -1.191 -1.169 1.077
H -2.774 -2.759 3.554
H -3.457 -4.233 1.636
H -3.352 -4.738 -0.765
H -2.624 -4.126 -3.040
H -1.196 -2.135 -3.386
H -0.483 -0.758 -1.480
C -2.523 2.425 0.867
P -1.004 2.004 0.011
C 0.068 3.441 0.102
C -1.447 1.787 -1.713
H -2.920 3.351 0.446
H -2.332 2.566 1.931
H -3.259 1.631 0.737
H -0.452 4.276 -0.371
H 1.006 3.244 -0.414
H 0.283 3.692 1.142
H -1.942 2.701 -2.051
H -2.132 0.949 -1.829
H -0.559 1.619 -2.324
C 4.277 3.041 -1.270
C 4.550 2.196 -0.019
C 3.698 0.966 0.016
N 2.424 0.939 0.197
N 1.893 -0.331 0.142
C 2.775 -1.282 -0.085
N 2.482 -2.579 -0.180
S 4.361 -0.625 -0.250
H 4.948 3.898 -1.285
H 3.252 3.412 -1.277
H 4.444 2.466 -2.181
H 4.343 2.772 0.883
H 5.599 1.904 0.010
H 1.561 -2.913 0.049
H 3.205 -3.265 -0.320

As for the charge: +2. As for the spin multiplicity: 1. The calculation puts the frontier orbital gap at 7.29 eV. Its largest force on an atom is 2.55 eV/A.

(4)
ORCA calculation (the ωB97M-V functional and the def2-TZVPD basis) on C3H7N3 in the gas phase in a non-equilibrium geometry.

Element x y z (Å)
H 2.218 1.780 -0.043
N 1.448 1.526 0.622
C 0.691 0.709 -0.175
N -0.340 0.024 0.478
N 0.060 -0.518 1.845
C -0.905 -0.932 -0.351
C -1.071 -0.527 -1.560
H 1.115 0.350 -1.317
H 1.050 0.159 2.148
H -0.884 0.009 2.481
H -0.627 -2.070 0.259
H -1.363 -1.144 -2.635
H -1.394 0.632 -1.752

Its structure (SMILES) is [H]/N=C/N(N)C=C. As for the spin multiplicity: 1. The calculation puts the frontier orbital gap at 9.43 eV. Its largest force on an atom is 8.63 eV/A.